(1)
Computed, not measured: a molecular structure, C25H34MoN5O6S2, with the ωB97M-V functional and the def2-TZVPD basis.

XYZ file:
```
73
Properties=species:S:1:pos:R:3:lowdin_charge:R:1
Mo -0.033 -0.562 -0.812 1.645
N -1.544 0.683 -1.856 -0.045
C -1.552 0.454 -3.311 -0.095
C -1.372 -1.033 -3.512 -0.514
O -1.719 -1.621 -4.510 0.104
N -0.742 -1.612 -2.443 -0.114
C -0.451 -3.018 -2.570 -0.099
C 0.557 -3.344 -1.512 -0.517
O 1.017 -4.398 -1.202 0.149
O 0.938 -2.193 -0.869 -0.290
H -2.460 0.464 -1.474 0.102
H -1.366 1.655 -1.609 0.095
H -0.699 0.971 -3.750 0.113
H -2.465 0.806 -3.785 0.140
H -0.048 -3.265 -3.554 0.149
H -1.336 -3.639 -2.415 0.151
C 1.350 2.871 -0.355 -0.037
C 1.774 2.022 -1.557 -0.523
C 1.268 2.689 -2.846 -0.046
C 1.225 0.609 -1.550 -0.151
C 3.300 1.833 -1.584 -0.194
C 3.958 1.419 -0.427 -0.039
C 5.329 1.216 -0.425 -0.060
C 6.067 1.428 -1.581 -0.072
C 5.422 1.841 -2.736 -0.063
C 4.048 2.038 -2.740 -0.030
H 0.318 3.206 -0.445 0.071
H 1.992 3.749 -0.298 0.108
H 1.433 2.336 0.589 0.052
H 0.195 2.878 -2.781 0.077
H 1.463 2.097 -3.741 0.088
H 1.757 3.657 -2.965 0.109
H 1.752 -0.055 -2.254 0.118
H 3.404 1.255 0.485 0.070
H 5.823 0.898 0.484 0.110
H 7.138 1.278 -1.580 0.109
H 5.988 2.017 -3.641 0.110
H 3.576 2.364 -3.657 0.104
S 1.301 -0.402 1.443 0.709
C 1.559 -1.976 2.051 -1.019
N 0.876 -3.064 1.823 -0.013
C 1.268 -4.272 2.549 -0.175
C 2.714 -4.046 2.971 -0.384
S 2.895 -2.240 3.128 0.984
H 0.075 -3.054 1.198 0.097
H 1.173 -5.134 1.893 0.132
H 0.608 -4.393 3.410 0.131
H 3.408 -4.388 2.207 0.089
H 2.946 -4.522 3.919 0.088
C -4.763 1.818 0.317 -0.059
C -4.157 2.022 1.699 -0.163
C -3.153 0.929 2.096 -0.300
C -2.538 1.262 3.483 -0.145
C -1.664 0.172 4.086 -0.064
C -3.892 -0.394 2.233 -0.395
O -4.918 -0.505 2.846 0.152
N -3.304 -1.523 1.652 0.238
C -2.189 -1.504 0.871 -0.522
O -1.684 -2.528 0.405 0.031
N -1.609 -0.309 0.584 -0.038
C -2.023 0.891 1.084 -0.459
O -1.453 1.899 0.697 0.063
H -5.517 2.576 0.108 0.087
H -5.256 0.847 0.232 0.086
H -4.007 1.903 -0.469 0.060
H -4.942 2.018 2.454 0.128
H -3.642 2.981 1.757 0.128
H -3.378 1.482 4.143 0.132
H -1.969 2.185 3.355 0.130
H -2.234 -0.737 4.292 0.083
H -1.251 0.512 5.035 0.087
H -0.822 -0.084 3.439 0.039
H -3.762 -2.412 1.795 0.180
```

Multiplicity: 1
Relative energy (zero: lowest compared OMol25 entry of this formula, charge and spin), kJ/mol: 0.0
E, eV: -69736.419
Gap between HOMO and LUMO, eV: 7.0
Total charge: +1

(2)
Computed, not measured: C25H34N2O4 in the gas phase, with the ωB97M-V functional and the def2-TZVPD basis.

XYZ file:
```
65
Properties=species:S:1:pos:R:3:nbo_charge:R:1
C -2.819 0.815 -3.424 -0.223
C -1.849 1.433 -3.092 -0.022
C -0.666 2.189 -2.709 -0.307
N 0.502 1.859 -3.501 -0.427
C 1.478 1.019 -3.069 0.681
O 2.516 0.857 -3.688 -0.620
C 1.243 0.294 -1.783 -0.178
C 0.170 -0.577 -1.607 -0.173
C 0.045 -1.297 -0.440 -0.272
C 0.986 -1.172 0.586 0.400
O 0.752 -1.940 1.679 -0.521
C 1.629 -1.909 2.794 0.096
C 1.321 -3.176 3.612 -0.429
C 1.108 -2.860 5.089 -0.228
N 0.017 -1.918 5.236 -0.439
C -1.070 -2.296 5.942 0.691
O -1.098 -3.339 6.574 -0.646
C -2.285 -1.379 5.929 -0.511
C -3.282 -1.878 4.882 -0.048
O -2.772 -1.627 3.591 -0.557
C -3.561 -2.170 2.566 -0.242
C 0.076 -0.733 4.397 -0.234
C 1.401 -0.653 3.646 -0.431
C 2.067 -0.313 0.404 -0.337
C 2.193 0.396 -0.777 -0.142
C 0.701 2.547 -4.771 -0.057
C -0.503 2.419 -5.702 -0.401
C -0.169 3.044 -7.054 -0.396
C 0.217 4.511 -6.886 -0.396
C 1.400 4.646 -5.932 -0.394
C 1.069 4.021 -4.579 -0.409
H -3.669 0.270 -3.707 0.234
H -0.881 3.257 -2.825 0.231
H -0.451 1.996 -1.652 0.255
H -0.562 -0.697 -2.392 0.229
H -0.777 -1.980 -0.295 0.220
H 2.670 -1.929 2.441 0.182
H 0.402 -3.605 3.210 0.230
H 2.118 -3.911 3.502 0.218
H 2.021 -2.456 5.539 0.185
H 0.824 -3.762 5.635 0.258
H -2.032 -0.341 5.731 0.217
H -2.758 -1.460 6.909 0.242
H -3.447 -2.957 5.022 0.180
H -4.249 -1.364 5.006 0.168
H -3.636 -3.261 2.659 0.169
H -4.572 -1.746 2.574 0.165
H -3.068 -1.918 1.629 0.194
H -0.028 0.164 5.019 0.195
H -0.744 -0.758 3.672 0.234
H 1.374 0.227 3.001 0.229
H 2.232 -0.535 4.342 0.211
H 2.825 -0.197 1.162 0.219
H 3.044 1.045 -0.922 0.225
H 1.558 2.041 -5.230 0.247
H -0.760 1.365 -5.826 0.219
H -1.369 2.928 -5.274 0.195
H -1.029 2.959 -7.721 0.209
H 0.663 2.501 -7.509 0.197
H 0.472 4.941 -7.856 0.209
H -0.637 5.066 -6.488 0.191
H 2.269 4.142 -6.357 0.200
H 1.654 5.700 -5.799 0.209
H 1.928 4.096 -3.909 0.218
H 0.236 4.568 -4.130 0.187
```

Multiplicity: 1
Relative energy (zero: lowest compared OMol25 entry of this formula, charge and spin), kJ/mol: 262.5
E, eV: -37645.802
SMILES: C#CCN(C(=O)c1ccc(OC2CCN(C(=O)CCOC)CC2)cc1)C1CCCCC1
Gap between HOMO and LUMO, eV: 9.2
Total charge: 0

(3)
Computed, not measured: C25H34N6OS in the gas phase, with the ωB97M-V functional and the def2-TZVPD basis.

XYZ file:
```
67
Properties=species:S:1:pos:R:3:nbo_charge:R:1
C 2.417 -2.275 1.031 -0.663
C 1.342 -1.634 0.219 0.305
N 0.147 -1.606 0.769 -0.456
C -0.822 -1.023 0.095 0.531
N -2.086 -0.835 0.438 -0.570
C -2.595 -0.132 -0.589 0.182
S -4.211 0.476 -0.636 0.318
C -4.804 0.056 1.041 -0.608
C -4.142 0.928 2.109 0.660
O -4.564 2.027 2.400 -0.632
N -3.099 0.322 2.705 -0.632
C -2.198 1.005 3.603 -0.221
C -0.805 1.132 2.982 -0.423
C -0.796 2.152 1.841 -0.219
N 0.284 1.917 0.901 -0.478
C 0.163 2.645 -0.344 -0.210
C 0.318 4.171 -0.295 -0.408
C 1.656 4.640 0.273 -0.406
C 1.733 4.501 1.794 -0.401
C 2.084 3.100 2.311 -0.425
C 1.620 1.906 1.451 -0.216
N -1.747 0.103 -1.584 -0.349
N -0.615 -0.459 -1.159 -0.171
C 0.583 -0.499 -1.767 0.293
C 0.673 0.097 -3.132 -0.678
C 1.612 -1.095 -1.063 -0.125
C 2.993 -1.202 -1.648 -0.440
C 3.336 -2.618 -2.048 -0.026
C 4.616 -3.116 -1.841 -0.214
C 4.943 -4.404 -2.226 -0.201
C 3.991 -5.213 -2.821 -0.217
C 2.713 -4.726 -3.032 -0.213
C 2.389 -3.437 -2.649 -0.177
H 3.194 -1.550 1.269 0.223
H 1.986 -2.652 1.953 0.244
H 2.876 -3.094 0.480 0.237
H -4.626 -1.005 1.206 0.239
H -5.871 0.272 1.007 0.256
H -2.709 -0.492 2.234 0.436
H -2.626 1.988 3.816 0.227
H -2.135 0.435 4.536 0.195
H -0.504 0.157 2.594 0.218
H -0.097 1.424 3.758 0.203
H -0.781 3.166 2.271 0.167
H -1.727 2.056 1.274 0.208
H 0.924 2.243 -1.021 0.174
H -0.818 2.413 -0.771 0.211
H 0.211 4.539 -1.319 0.207
H -0.495 4.602 0.292 0.199
H 2.477 4.095 -0.198 0.189
H 1.779 5.697 0.022 0.210
H 2.486 5.195 2.176 0.208
H 0.774 4.818 2.210 0.196
H 3.170 3.009 2.398 0.204
H 1.674 2.996 3.318 0.201
H 2.302 1.792 0.604 0.189
H 1.719 1.003 2.065 0.197
H -0.310 0.463 -3.416 0.265
H 1.006 -0.645 -3.857 0.237
H 1.376 0.929 -3.149 0.237
H 3.071 -0.563 -2.530 0.231
H 3.726 -0.849 -0.919 0.226
H 5.364 -2.490 -1.374 0.209
H 5.943 -4.777 -2.058 0.215
H 4.244 -6.220 -3.119 0.216
H 1.964 -5.351 -3.495 0.215
H 1.387 -3.067 -2.814 0.203
```

Multiplicity: 1
Relative energy (zero: lowest compared OMol25 entry of this formula, charge and spin), kJ/mol: 35.1
E, eV: -48301.684
SMILES: Cc1nc2nc(SCC(=O)NCCCN3CCCCCC3)nn2c(C)c1Cc1ccccc1
Gap between HOMO and LUMO, eV: 8.5
Total charge: 0

(4)
Computed, not measured: a molecular structure, C25H34NO2PdSi, with the ωB97M-V functional and the def2-TZVPD basis.

XYZ file:
```
64
Properties=species:S:1:pos:R:3:nbo_charge:R:1
C 1.928 -0.176 1.552 -0.050
C 2.299 -0.773 0.338 -0.263
C 1.892 0.070 -0.743 -0.241
H 2.794 -1.735 0.191 0.244
C 1.260 1.217 -0.200 -0.031
C 1.243 1.099 1.266 -0.468
H 0.769 2.024 -0.768 0.219
C -1.324 -2.125 2.078 0.019
C -0.358 -2.987 1.585 -0.207
C -0.287 -2.835 0.158 -0.248
H 0.185 -3.752 2.139 0.250
C -1.253 -1.924 -0.225 0.241
C -1.877 -1.315 0.972 -0.524
H 1.996 -0.150 -1.808 0.251
H 1.112 1.930 1.956 0.287
H 2.029 -0.624 2.544 0.245
H -2.913 -0.985 0.935 0.277
H 0.320 -3.434 -0.525 0.248
H -1.751 -2.110 3.086 0.253
Pd -0.814 0.461 1.135 1.021
C -1.632 -1.482 -1.605 -0.116
C -3.156 -1.447 -1.746 -0.612
C -1.065 -2.359 -2.706 -0.601
H -3.560 -2.431 -1.443 0.231
H -3.431 -1.234 -2.781 0.229
H -3.620 -0.686 -1.113 0.225
H -1.334 -3.406 -2.576 0.227
H 0.022 -2.260 -2.754 0.209
H -1.446 -1.988 -3.666 0.228
C -0.950 -0.114 -1.797 -0.551
C -1.776 1.142 -1.788 0.753
H -0.218 -0.117 -2.611 0.284
H -0.290 -0.005 -0.856 0.237
O -2.276 1.544 -0.680 -0.593
N -1.633 1.831 -3.001 -0.715
C -0.407 2.657 -3.140 -0.231
H -2.520 2.222 -3.375 0.422
C 0.838 1.908 -3.629 -0.065
C 2.024 2.525 -3.251 -0.218
H 1.966 3.430 -2.655 0.215
C 3.259 1.965 -3.545 -0.193
H 4.169 2.439 -3.187 0.232
C 3.311 0.761 -4.251 -0.233
H 4.275 0.298 -4.493 0.232
C 2.135 0.140 -4.675 -0.153
H 2.159 -0.812 -5.218 0.220
C 0.877 0.718 -4.386 -0.252
H -0.045 0.218 -4.694 0.228
H -0.107 3.193 -2.178 0.192
H -0.637 3.465 -3.862 0.251
C -1.789 0.786 5.810 -1.112
Si -0.350 0.505 4.564 1.862
C 1.104 1.638 5.060 -1.142
C 0.397 -1.223 4.880 -1.132
O -1.071 0.820 3.158 -1.176
H -1.574 0.707 6.886 0.239
H -2.608 0.092 5.575 0.228
H -2.181 1.794 5.613 0.239
H 1.194 1.702 6.155 0.254
H 2.083 1.312 4.685 0.223
H 0.942 2.657 4.686 0.234
H -0.232 -2.046 4.527 0.208
H 1.386 -1.378 4.431 0.213
H 0.518 -1.358 5.964 0.258
```

Multiplicity: 5
E, eV: -43407.985
Gap between HOMO and LUMO (alpha / beta), eV: 8.3 / 5.8
Total charge: +1

(5)
Computed, not measured: a molecular structure, C25H34NO3PSe2TeW, with the ωB97M-V functional and the def2-TZVPD basis.

XYZ file:
```
68
Properties=species:S:1:pos:R:3:nbo_charge:R:1
W -0.226 0.186 0.218 0.813
O 1.639 -0.803 0.875 -0.732
C 2.487 -0.744 2.059 -0.057
C 2.523 0.672 2.611 -0.149
C 3.759 0.764 3.525 -0.047
O 3.719 2.028 4.148 -0.726
C 1.280 0.991 3.448 -0.544
Se -0.360 0.129 2.827 -0.028
C 2.723 1.686 1.490 -0.571
Se 1.212 2.121 0.306 0.345
H 2.006 -1.368 0.170 0.559
H 3.481 -1.048 1.728 0.215
H 2.107 -1.453 2.794 0.218
H 4.670 0.638 2.927 0.179
H 3.717 -0.049 4.260 0.182
H 4.480 2.136 4.726 0.498
H 1.130 2.067 3.508 0.236
H 1.408 0.620 4.464 0.251
H 3.517 1.371 0.810 0.241
H 3.004 2.646 1.921 0.273
C -2.932 -3.994 1.183 -0.102
C -1.601 -3.918 1.563 -0.232
C -0.894 -2.765 1.298 0.087
N -1.446 -1.700 0.698 -0.526
C -2.732 -1.781 0.320 0.048
C -3.503 -2.904 0.544 -0.231
H -3.511 -4.886 1.377 0.252
H -1.109 -4.744 2.057 0.254
H 0.142 -2.666 1.585 0.221
H -3.139 -0.913 -0.179 0.225
H -4.533 -2.919 0.218 0.251
Te -1.279 1.218 -1.959 0.772
C -0.016 1.010 -3.619 -0.326
C -0.287 0.053 -4.587 -0.178
C 0.549 -0.043 -5.691 -0.195
C 1.638 0.808 -5.818 -0.186
C 1.894 1.768 -4.849 -0.193
C 1.062 1.877 -3.742 -0.246
C 0.569 -1.079 -1.385 -0.352
C 1.829 -0.760 -1.927 -0.304
C 2.429 -1.560 -2.891 -0.133
C 1.793 -2.706 -3.339 -0.199
C 0.545 -3.033 -2.830 -0.192
C -0.062 -2.227 -1.879 -0.255
H -1.136 -0.613 -4.492 0.217
H 0.343 -0.780 -6.457 0.234
H 2.283 0.731 -6.683 0.237
H 2.734 2.442 -4.958 0.234
H 1.259 2.636 -2.993 0.220
H 2.335 0.151 -1.628 0.224
H 3.390 -1.271 -3.297 0.227
H 2.260 -3.332 -4.088 0.238
H 0.030 -3.919 -3.178 0.235
H -1.046 -2.512 -1.533 0.212
C -2.042 3.284 2.248 -1.025
P -2.964 1.954 1.502 1.974
C -4.183 2.685 0.420 -1.011
C -3.849 1.037 2.756 -1.017
O -2.083 1.047 0.609 -1.082
H -2.740 3.937 2.775 0.278
H -1.532 3.858 1.474 0.271
H -1.315 2.882 2.953 0.278
H -4.837 3.343 0.992 0.273
H -4.784 1.902 -0.045 0.268
H -3.685 3.262 -0.359 0.271
H -4.740 1.602 3.037 0.276
H -3.221 0.876 3.628 0.284
H -4.157 0.073 2.351 0.267
```

Multiplicity: 1
E, eV: -183197.006
Gap between HOMO and LUMO (alpha / beta), eV: 6.0 / 6.0
Total charge: +2

(6)
Computed, not measured: 4 unconnected molecules or ions with the total composition C25H35BBrF3IN6O2S, with the ωB97M-V functional and the def2-TZVPD basis.

XYZ file:
```
75
Properties=species:S:1:pos:R:3:lowdin_charge:R:1
C 1.110 -2.917 0.856 -0.103
C 0.800 -1.352 0.958 -0.126
B -0.778 -0.974 0.921 -0.455
O -1.664 -1.934 1.557 0.056
N -1.226 0.302 0.295 0.011
C -1.387 1.476 1.178 -0.100
C -0.083 2.392 1.089 -0.229
O 0.462 2.773 2.363 -0.139
C 1.646 3.549 2.020 -0.068
C 2.061 4.547 3.204 -0.406
F 3.409 4.912 3.148 0.094
F 1.815 4.058 4.494 0.093
F 1.322 5.732 3.028 0.075
C -2.051 0.219 -0.857 -0.366
N -3.367 -0.010 -0.784 -0.293
Br -4.321 -0.197 0.804 1.005
N -1.563 0.344 -2.252 -0.346
S -2.296 1.865 -2.807 0.655
C -0.074 0.584 -2.313 -0.695
I 0.331 2.736 -2.465 0.922
C 0.413 -0.037 -3.737 -0.280
C 2.008 -0.289 -3.651 -0.110
H 0.215 -3.590 1.012 0.072
H 1.583 -3.198 -0.141 0.082
H 1.868 -3.214 1.660 0.093
H 1.175 -1.013 1.990 0.107
H 1.430 -0.795 0.200 0.086
H -1.988 -2.582 0.902 0.110
H -2.281 2.102 0.882 0.125
H -1.508 1.157 2.273 0.154
H 0.690 1.809 0.475 0.102
H -0.338 3.307 0.447 0.088
H 1.501 4.184 1.096 0.141
H 2.545 2.881 1.825 0.156
H -3.927 -0.094 -1.652 0.125
H -3.032 2.375 -1.729 -0.057
H 0.541 0.051 -1.532 0.074
H -0.170 -0.998 -3.878 0.114
H 0.172 0.751 -4.526 0.085
H 2.217 -1.203 -4.302 0.088
H 2.570 0.626 -4.044 0.075
H 2.340 -0.510 -2.580 0.074
N 1.820 -1.127 5.820 0.057
C 2.269 -0.580 6.959 -0.146
C 2.062 0.744 7.312 -0.063
C 1.353 1.551 6.436 -0.078
C 0.879 1.013 5.251 -0.078
C 1.137 -0.323 4.993 -0.156
H 2.820 -1.251 7.608 0.105
H 2.445 1.134 8.246 0.106
H 1.171 2.593 6.675 0.105
H 0.324 1.622 4.549 0.080
H 0.784 -0.793 4.080 0.078
N -6.386 -3.194 -0.592 0.042
C -6.872 -2.458 0.417 -0.208
C -7.838 -2.904 1.303 -0.067
C -8.339 -4.187 1.135 -0.067
C -7.855 -4.969 0.097 -0.062
C -6.885 -4.430 -0.732 -0.150
H -6.450 -1.463 0.502 -0.015
H -8.191 -2.265 2.103 0.105
H -9.098 -4.572 1.806 0.112
H -8.223 -5.974 -0.064 0.108
H -6.473 -5.004 -1.556 0.104
N 5.094 -0.669 -6.815 0.052
C 4.632 0.562 -7.078 -0.163
C 5.173 1.720 -6.542 -0.082
C 6.253 1.601 -5.679 -0.083
C 6.749 0.339 -5.389 -0.076
C 6.139 -0.756 -5.980 -0.155
H 3.786 0.603 -7.755 0.100
H 4.761 2.689 -6.792 0.100
H 6.704 2.483 -5.238 0.106
H 7.590 0.208 -4.720 0.102
H 6.494 -1.764 -5.787 0.103
```

Multiplicity: 1
E, eV: -137324.281
Gap between HOMO and LUMO, eV: 6.7
Total charge: +1